Record 1
Entry from OMol25: the molecule C4H6O (ωB97M-V/def2-TZVPD).

Geometry as ORCA input:
```
! wB97M-V def2-TZVPD RIJCOSX def2/J DEFGRID3
* xyz 0 1
C -0.14 -1.28 0.05
O -1.20 -0.43 -0.39
C -0.80 0.91 -0.22
C 0.70 0.86 -0.23
C 1.08 -0.39 0.06
H -0.37 -1.70 1.05
H -0.05 -2.12 -0.65
H -1.13 1.45 0.82
H -1.48 1.68 -0.52
H 1.32 1.74 -0.28
H 2.08 -0.73 0.31
*
```

As for the strongest force on any atom: 0.064 hartree/bohr. The value obtained for the total energy is -6290.437 eV. The energy above the lowest of the compared OMol25 structures with the same formula, charge and spin comes out at 34.2 kcal per mole. The SMILES is C1=CCOC1. Its HOMO energy is -0.32095 Eh.

These are the Mulliken partial charges, in e, on atoms 1 to 2: C -0.344; O -0.359

---

Record 2
Entry from OMol25: the molecule C4H6O (ωB97M-V/def2-TZVPD).

Geometry as ORCA input:
```
! wB97M-V def2-TZVPD RIJCOSX def2/J DEFGRID3
* xyz 0 1
C -0.91 -1.12 0.11
C -0.25 0.23 0.05
O -0.93 1.18 0.84
C 1.23 0.23 0.28
C 2.10 0.55 -0.50
H -1.90 -1.00 -0.34
H -1.00 -1.48 1.13
H -0.34 -1.83 -0.49
H -0.28 0.54 -1.01
H -0.26 1.78 1.21
H 2.59 0.90 -1.37
*
```

As for the strongest force on any atom: 0.027 hartree/bohr. The value obtained for the total energy is -6289.384 eV. The energy above the lowest of the compared OMol25 structures with the same formula, charge and spin comes out at 58.4 kcal per mole. The SMILES is C#C[C@@H](C)O. Its HOMO energy is -0.36145 Eh.

These are the Mulliken partial charges, in e, on atoms 1 to 2: C -1.167; C 0.613

---

Record 3
Entry from OMol25: the molecule C4H6O2 (ωB97M-V/def2-TZVPD).

Geometry as ORCA input:
```
! wB97M-V def2-TZVPD RIJCOSX def2/J DEFGRID3
* xyz 0 1
O 0.70 1.39 0.93
C 0.35 0.70 -0.24
C 0.96 -0.72 -0.15
C -0.44 -1.22 0.22
O -0.86 -2.24 0.70
C -1.08 0.10 -0.20
H 0.07 2.11 1.06
H 0.60 1.27 -1.15
H 1.74 -0.84 0.61
H 1.30 -1.13 -1.10
H -1.55 0.02 -1.18
H -1.79 0.55 0.51
*
```

As for the strongest force on any atom: 0.011 hartree/bohr. The value obtained for the total energy is -8339.164 eV. The energy above the lowest of the compared OMol25 structures with the same formula, charge and spin comes out at 29.9 kcal per mole. The SMILES is O=C1CC(O)C1. Its HOMO energy is -0.35506 Eh.

These are the Mulliken partial charges, in e, on atoms 1 to 2: O -0.538; C 0.166

---

Record 4
Entry from OMol25: the molecule C4H6O2 (ωB97M-V/def2-TZVPD).

Geometry as ORCA input:
```
! wB97M-V def2-TZVPD RIJCOSX def2/J DEFGRID3
* xyz 0 1
C 0.25 -0.84 1.54
C 0.23 0.25 0.52
O 1.00 1.19 0.53
C -0.74 0.34 -0.62
C 0.13 0.55 -1.88
O -0.26 0.49 -3.01
H -0.65 -1.46 1.57
H 1.09 -1.45 1.19
H 0.50 -0.43 2.52
H -1.16 1.07 0.16
H -1.63 -0.25 -0.86
H 1.23 0.54 -1.66
*
```

As for the strongest force on any atom: 0.049 hartree/bohr. The value obtained for the total energy is -8338.342 eV. The energy above the lowest of the compared OMol25 structures with the same formula, charge and spin comes out at 48.9 kcal per mole. The SMILES is CC(=O)CC=O. Its HOMO energy is -0.36408 Eh.

These are the Mulliken partial charges, in e, on atoms 1 to 2: C -1.032; C 0.472

---

Record 5
Entry from OMol25: a structure of composition C4H6O2 (ωB97M-V/def2-TZVPD).

Geometry as ORCA input:
```
! wB97M-V def2-TZVPD RIJCOSX def2/J DEFGRID3
* xyz 0 1
C -0.39 0.78 -1.11
C 0.28 0.41 0.20
C -0.54 -0.49 1.12
O 0.30 -1.63 0.82
C 1.15 -0.85 0.08
O 2.18 -1.18 -0.42
H -1.42 1.15 -0.96
H 0.16 1.56 -1.64
H -0.45 -0.10 -1.75
H 0.79 1.25 0.67
H -1.57 -0.66 0.80
H -0.49 -0.26 2.19
*
```

As for the strongest force on any atom: 0.019 hartree/bohr. The value obtained for the total energy is -8339.755 eV. The energy above the lowest of the compared OMol25 structures with the same formula, charge and spin comes out at 16.3 kcal per mole. Its HOMO energy is -0.38514 Eh.

These are the Mulliken partial charges, in e, on atoms 1 to 2: C -1.325; C 0.378

---

Record 6
Entry from OMol25: the molecule C4H6O2 (ωB97M-V/def2-TZVPD).

Geometry as ORCA input:
```
! wB97M-V def2-TZVPD RIJCOSX def2/J DEFGRID3
* xyz 0 1
O 0.18 -1.17 -1.71
C -0.46 -0.17 -1.90
O -0.84 0.73 -0.99
C -0.36 0.68 0.35
C 1.00 0.19 0.72
C -0.22 -0.54 1.21
H -0.80 0.16 -2.89
H -0.73 1.58 0.82
H 1.57 -0.35 -0.02
H 1.57 0.81 1.41
H -0.41 -1.51 0.77
H -0.50 -0.43 2.25
*
```

As for the strongest force on any atom: 0.011 hartree/bohr. The value obtained for the total energy is -8339.047 eV. The energy above the lowest of the compared OMol25 structures with the same formula, charge and spin comes out at 32.6 kcal per mole. The SMILES is O=COC1CC1. Its HOMO energy is -0.37873 Eh.

These are the Mulliken partial charges, in e, on atoms 1 to 2: O -0.499; C 0.168

---

Record 7
Entry from OMol25: a structure of composition C4H6O2 (ωB97M-V/def2-TZVPD).

Geometry as ORCA input:
```
! wB97M-V def2-TZVPD RIJCOSX def2/J DEFGRID3
* xyz 0 1
O -0.33 0.81 3.00
C -0.33 0.67 1.86
C 0.70 -0.48 0.41
C -0.32 -0.72 -0.52
C 0.47 0.20 -1.44
O 1.40 0.45 -0.34
H -1.53 0.77 0.68
H 1.22 -1.08 1.15
H -1.39 0.19 0.00
H -0.87 -1.62 -0.74
H 0.00 1.12 -1.79
H 0.99 -0.31 -2.26
*
```

As for the strongest force on any atom: 0.023 hartree/bohr. The value obtained for the total energy is -8334.991 eV. The energy above the lowest of the compared OMol25 structures with the same formula, charge and spin comes out at 126.2 kcal per mole. Its HOMO energy is -0.31445 Eh.

These are the Mulliken partial charges, in e, on atoms 1 to 2: O -0.269; C 0.142

---

Record 8
Entry from OMol25: the molecule C4H6O2 (ωB97M-V/def2-TZVPD).

Geometry as ORCA input:
```
! wB97M-V def2-TZVPD RIJCOSX def2/J DEFGRID3
* xyz 0 1
O 2.14 -0.38 0.23
C 0.79 -0.54 -0.08
C -0.56 -0.46 0.82
C -1.21 0.37 -0.32
C 0.19 0.64 -0.80
O 0.75 1.65 -1.16
H 2.35 0.56 0.13
H 0.63 -1.53 -0.47
H -1.04 -1.43 0.97
H -0.48 0.06 1.77
H -1.77 1.27 -0.04
H -1.78 -0.22 -1.04
*
```

As for the strongest force on any atom: 0.019 hartree/bohr. The value obtained for the total energy is -8338.864 eV. The energy above the lowest of the compared OMol25 structures with the same formula, charge and spin comes out at 36.8 kcal per mole. The SMILES is O=C1CC[C@@H]1O. Its HOMO energy is -0.36439 Eh.

These are the Mulliken partial charges, in e, on atoms 1 to 2: O -0.541; C -0.041

---

strongest force on any atom of number 6 (C4H6O2)? 0.011 hartree/bohr

---

Among the records above, which one has the highest strongest force on any atom? number 1

---

Which formula does entry 1 have? C4H6O

---

Among the records above, which one has the highest strongest force on any atom? number 1